(1)
The following is a DFT calculation (the ωB97M-V functional and the def2-TZVPD basis) of C21H29N3O4S in the gas phase.

Each line ends with the Mulliken charge.
Atoms and positions in Å:
1 C -1.36 0.54 3.07  -1.445
2 C -0.93 -0.21 1.81  -0.179
3 C -0.06 0.63 0.88  -0.422
4 O 1.16 1.00 1.52  -0.557
5 C 0.33 -0.13 -0.38  0.931
6 C 1.24 0.71 -1.29  -1.501
7 C -0.91 -0.51 -1.17  -0.190
8 O -1.88 0.23 -1.24  -0.666
9 N -0.91 -1.70 -1.81  0.279
10 C -2.03 -2.06 -2.69  -0.697
11 C -1.58 -3.37 -3.33  -0.996
12 C -0.04 -3.25 -3.34  1.634
13 N 0.37 -2.23 -4.31  0.690
14 C -0.03 -2.10 -5.59  0.708
15 O -0.85 -2.78 -6.16  -0.630
16 C 0.73 -0.98 -6.32  -1.518
17 N 2.10 -1.40 -6.59  0.132
18 C 2.38 -2.21 -7.75  -0.467
19 S 4.19 -2.40 -7.80  -0.172
20 C 4.37 -1.90 -6.07  -0.503
21 C 3.05 -1.28 -5.64  0.427
22 O 2.87 -0.75 -4.55  -0.694
23 C 0.68 -4.58 -3.56  -0.425
24 C 1.36 -4.86 -4.74  0.145
25 C 1.97 -6.08 -4.93  -0.965
26 C 1.91 -7.06 -3.96  -0.366
27 C 1.22 -6.80 -2.78  -1.078
28 C 0.61 -5.58 -2.59  -0.459
29 C 0.21 -2.62 -1.96  -1.321
30 H -2.03 -0.07 3.67  0.401
31 H -0.50 0.78 3.70  0.336
32 H -1.87 1.46 2.81  0.342
33 H -0.38 -1.12 2.08  0.229
34 H -1.82 -0.52 1.26  0.321
35 H -0.62 1.52 0.59  0.341
36 H 0.96 1.52 2.29  0.376
37 H 0.87 -1.03 -0.06  0.497
38 H 1.52 0.17 -2.20  0.219
39 H 0.71 1.62 -1.59  0.341
40 H 2.15 0.99 -0.76  0.414
41 H -2.95 -2.16 -2.11  0.437
42 H -2.18 -1.27 -3.43  0.336
43 H -1.84 -4.22 -2.69  0.527
44 H -1.99 -3.53 -4.32  0.385
45 H 1.13 -1.62 -4.02  0.044
46 H 0.22 -0.78 -7.26  0.478
47 H 0.77 -0.08 -5.72  0.312
48 H 1.88 -3.18 -7.70  0.332
49 H 2.05 -1.70 -8.66  0.409
50 H 4.57 -2.75 -5.41  0.320
51 H 5.16 -1.17 -5.95  0.408
52 H 1.41 -4.11 -5.52  0.222
53 H 2.50 -6.27 -5.86  0.439
54 H 2.40 -8.02 -4.11  0.399
55 H 1.16 -7.56 -2.01  0.391
56 H 0.06 -5.41 -1.67  0.346
57 H 1.18 -2.11 -1.94  0.458
58 H 0.21 -3.39 -1.19  0.246

Results
- Kohn-Sham gap (eV) = 9.7664
- energy above the lowest of the compared OMol25 structures with the same formula, charge and spin (kJ/mol) = 12.54
- highest occupied orbital energy (eV) = -9.218
- structure (SMILES) = CC[C@@H](O)[C@H](C)C(=O)N1CC[C@](NC(=O)CN2CSCC2=O)(c2ccccc2)C1

***

(2)
The following is a DFT calculation (the ωB97M-V functional and the def2-TZVPD basis) of a 30-piece molecular cluster, C9H73NO35 overall in a non-equilibrium geometry.

Each line ends with the Mulliken charge.
Atoms and positions in Å:
1 C 3.17 -0.09 -0.98  -0.550
2 C 3.37 0.79 -2.38  0.443
3 O 4.09 0.22 -3.37  -0.595
4 N 2.74 2.19 -2.59  -0.100
5 C 1.30 1.89 -2.96  -0.117
6 C 0.34 3.25 -3.05  -0.538
7 C -1.20 2.70 -3.13  0.276
8 C -2.35 3.79 -2.69  -0.601
9 O -2.65 3.83 -1.25  -0.287
10 C -3.30 2.55 -0.80  0.609
11 O -2.83 2.03 0.33  -0.553
12 O -4.42 2.06 -1.61  -0.289
13 C -4.53 0.59 -1.60  0.061
14 C -3.68 -0.15 -2.83  0.716
15 O -3.32 -1.46 -2.69  -0.621
16 O -3.32 0.48 -4.10  -0.427
17 H 3.30 -1.25 -1.24  0.219
18 H 4.00 0.25 -0.20  0.256
19 H 2.10 0.14 -0.57  0.138
20 H 2.81 2.69 -1.67  0.223
21 H 0.86 1.15 -2.15  0.028
22 H 1.25 1.32 -4.00  0.019
23 H 0.56 4.02 -2.20  0.371
24 H 0.61 3.78 -4.08  0.299
25 H -1.39 2.38 -4.26  0.270
26 H -1.26 1.69 -2.50  -0.213
27 H -3.34 3.67 -3.35  0.231
28 H -1.93 4.86 -2.97  0.341
29 H -5.68 0.35 -1.84  0.092
30 H -4.31 0.08 -0.57  0.081
31 H -2.42 0.11 -4.37  0.241
32 O -7.35 -0.70 -1.35  -0.617
33 H -7.64 -1.62 -1.23  0.289
34 H -8.04 -0.30 -1.90  0.282
35 O -1.45 4.64 1.68  -0.624
36 H -1.63 5.43 1.15  0.347
37 H -1.83 3.92 1.17  0.183
38 O 6.44 1.09 -0.15  -0.625
39 H 6.32 0.93 -1.10  0.300
40 H 6.62 2.04 -0.10  0.312
41 O -1.18 -1.90 -5.51  -0.595
42 H -1.70 -2.14 -4.73  0.284
43 H -1.14 -2.71 -6.03  0.271
44 O 8.57 1.85 1.94  -0.631
45 H 7.78 1.37 1.65  0.274
46 H 8.45 1.94 2.90  0.307
47 O 2.15 4.65 -4.98  -0.628
48 H 2.71 4.14 -5.58  0.305
49 H 1.93 5.45 -5.48  0.267
50 O -4.36 -2.36 1.48  -0.613
51 H -4.48 -2.52 0.54  0.320
52 H -4.18 -1.41 1.54  0.270
53 O -0.13 -0.73 -1.00  -0.532
54 H -0.92 -1.21 -1.29  0.230
55 H -0.25 -0.64 -0.05  0.288
56 O 7.11 4.34 -0.51  -0.610
57 H 7.64 4.88 0.10  0.313
58 H 6.44 4.96 -0.84  0.322
59 O 4.04 -2.94 -4.03  -0.633
60 H 3.92 -3.10 -4.98  0.292
61 H 4.22 -1.99 -3.98  0.358
62 O -1.38 1.29 2.80  -0.626
63 H -1.71 1.66 1.97  0.442
64 H -1.82 0.43 2.87  0.286
65 O -7.38 -3.46 1.50  -0.702
66 H -7.20 -4.30 1.05  0.390
67 H -6.53 -3.01 1.49  0.274
68 O 0.32 -0.73 -7.88  -0.614
69 H -0.20 -0.98 -7.11  0.384
70 H 0.36 -1.55 -8.41  0.292
71 O -6.46 -3.55 4.22  -0.620
72 H -6.58 -3.71 3.27  0.339
73 H -6.28 -2.60 4.27  0.292
74 O -4.90 -6.30 2.89  -0.636
75 H -5.54 -5.78 3.41  0.302
76 H -4.37 -5.62 2.44  0.325
77 O 4.15 4.51 -0.29  -0.659
78 H 4.74 3.83 0.07  0.339
79 H 3.30 4.31 0.12  0.292
80 O -3.73 -3.19 5.02  -0.656
81 H -4.52 -3.67 4.73  0.375
82 H -3.85 -3.10 5.98  0.303
83 O -3.69 -4.50 7.80  -0.569
84 H -3.35 -5.39 7.61  0.289
85 H -4.17 -4.60 8.63  0.298
86 O -6.61 -5.04 6.69  -0.587
87 H -6.75 -4.60 5.84  0.330
88 H -6.85 -5.96 6.52  0.299
89 O -7.25 -6.39 0.54  -0.665
90 H -6.66 -7.07 0.90  0.306
91 H -8.10 -6.59 0.95  0.329
92 O -8.82 -4.07 -1.07  -0.604
93 H -8.22 -4.75 -0.71  0.318
94 H -9.67 -4.26 -0.66  0.322
95 O -1.65 6.23 4.27  -0.619
96 H -1.06 5.65 4.79  0.317
97 H -1.71 5.79 3.41  0.365
98 O 9.65 -0.99 1.46  -0.636
99 H 9.47 -0.04 1.33  0.237
100 H 8.85 -1.42 1.13  0.274
101 O 11.76 -2.76 -0.19  -0.647
102 H 11.13 -2.24 0.33  0.353
103 H 12.29 -2.08 -0.64  0.302
104 O 11.32 0.78 3.12  -0.637
105 H 11.14 1.57 2.59  0.294
106 H 10.93 0.06 2.60  0.420
107 O -3.24 -4.10 10.90  -0.652
108 H -3.87 -3.59 11.42  0.321
109 H -2.71 -3.42 10.45  0.332
110 O 1.95 0.82 -5.97  -0.600
111 H 2.54 0.24 -5.46  0.259
112 H 1.89 0.38 -6.83  0.300
113 O 10.26 0.94 -0.35  -0.570
114 H 9.63 1.45 0.17  0.351
115 H 10.79 1.61 -0.79  0.297
116 O 1.55 6.03 2.55  -0.629
117 H 1.37 6.97 2.42  0.319
118 H 0.75 5.59 2.22  0.328

Results
- Kohn-Sham gap (eV) = 8.8438
- highest occupied orbital energy (eV) = -9.456

***

(3)
The following is a DFT calculation (the ωB97M-V functional and the def2-TZVPD basis) of a 2-piece molecular cluster, C4H11NO overall in a non-equilibrium geometry.

Each line ends with the Mulliken charge.
Atoms and positions in Å:
1 C 0.60 4.01 1.01  -0.737
2 C 0.54 3.64 -0.27  0.093
3 O 0.21 2.45 -0.78  -0.446
4 H 1.01 5.02 1.34  0.200
5 H 0.55 3.40 1.94  0.242
6 H 0.70 4.28 -1.02  0.309
7 H 0.35 2.40 -1.68  0.337
8 C -0.14 -2.52 1.04  -1.200
9 C -0.63 -2.03 -0.37  -0.031
10 N -0.47 -3.14 -1.46  -0.543
11 H -0.59 -3.42 1.34  0.344
12 H 0.83 -2.40 1.37  0.407
13 H -0.32 -1.59 1.60  0.317
14 H -1.72 -1.71 -0.24  0.242
15 H -0.02 -1.09 -0.78  0.095
16 H 0.29 -3.78 -1.21  0.193
17 H -1.21 -3.54 -1.84  0.179

Results
- Kohn-Sham gap (eV) = 9.5231
- energy above the lowest of the compared OMol25 structures with the same formula, charge and spin (kJ/mol) = 358.63
- highest occupied orbital energy (eV) = -8.707
- structure (SMILES) = C=CO.CCN

***

(4)
The following is a DFT calculation (the ωB97M-V functional and the def2-TZVPD basis) of C6H10BiO3 as an isolated structure in a non-equilibrium geometry.

Each line ends with the Mulliken spin population.
Atoms and positions in Å:
1 O 1.63 -0.88 0.57  0.010
2 Bi 3.98 0.56 0.36  1.021
3 O 2.13 0.88 -0.68  -0.008
4 C 1.41 -0.08 -0.39  -0.020
5 O 0.09 -0.18 -0.75  0.001
6 C -0.67 1.04 -1.01  -0.004
7 H -1.51 0.68 -1.60  0.000
8 H -0.01 1.68 -1.61  0.000
9 C -1.10 1.70 0.25  0.001
10 C -0.78 2.96 0.56  0.000
11 H -1.78 1.14 0.89  0.000
12 H -1.22 3.46 1.42  0.000
13 H -0.09 3.54 -0.07  0.000
14 C -0.18 -1.50 0.60  0.000
15 C -0.18 -2.83 -0.11  0.000
16 H 0.01 -1.59 1.67  0.000
17 H -1.19 -1.07 0.69  0.000
18 H 0.82 -3.08 -0.48  0.000
19 H -0.49 -3.59 0.62  0.000
20 H -0.89 -2.85 -0.94  0.000

Results
- ⟨S²⟩ = 0.7523
- 2S+1 = 2
- Kohn-Sham gap (spin up / spin down) (eV) = 5.3674 / 5.5696
- highest occupied orbital energy (spin up / spin down) (eV) = -17.087 / -17.088
- total charge = +2